The following is a quantum chemistry calculation of a molecular structure, C35H52Cl2OOsP4 at a distorted geometry, from the OMol25 dataset.

Geometry (Å):
P 1.0953 2.0518 -4.9239
C -0.1043 1.8563 -6.2827
C -0.5165 2.9847 -7.0180
H -0.3145 3.9882 -6.6426
C -1.1619 2.8311 -8.2451
H -1.4183 3.7218 -8.8235
C -1.4659 1.5560 -8.7261
H -1.9645 1.4443 -9.6907
C -1.1209 0.4309 -7.9659
H -1.3676 -0.5634 -8.3341
C -0.4563 0.5723 -6.7434
H -0.1996 -0.3136 -6.1621
C 1.1266 3.8490 -4.6333
C 0.0381 4.4413 -3.9649
H -0.7123 3.8105 -3.4807
C -0.0880 5.8287 -3.9405
H -0.9303 6.2763 -3.4169
C 0.8581 6.6351 -4.5787
H 0.7550 7.7231 -4.5644
C 1.9458 6.0502 -5.2348
H 2.6849 6.6643 -5.7431
C 2.0929 4.6643 -5.2483
H 2.9432 4.2093 -5.7604
C 2.6658 1.6818 -5.7474
C 2.7527 1.7604 -7.1478
H 1.8453 1.8149 -7.7468
C 3.9955 1.7838 -7.7719
H 4.0404 1.9117 -8.8532
C 5.1654 1.6527 -7.0192
H 6.1355 1.6963 -7.5103
C 5.0717 1.4618 -5.6330
H 5.9767 1.3318 -5.0463
C 3.8296 1.4491 -4.9934
H 3.7555 1.2573 -3.9186
Os -0.0444 0.1416 -0.5178
C 0.9916 1.4089 0.5829
C 1.5351 2.4996 -0.0169
H 1.1451 1.2422 1.6573
C 1.4261 2.5449 -1.5401
O 2.7408 2.8608 -2.0453
H 2.6325 3.2094 -2.9537
C 0.8046 1.3056 -2.1709
H 0.7439 3.3696 -1.7938
C 0.7342 1.0850 -3.5308
Cl -0.7124 -0.7438 1.6506
Cl -1.3286 -1.2286 -1.9941
P -2.1008 1.2392 -0.1196
C -3.4787 0.2513 0.5851
H -3.3494 0.1399 1.6688
H -3.4783 -0.7412 0.1195
H -4.4378 0.7478 0.3788
C -2.0183 2.6692 1.0180
H -1.2799 3.3888 0.6467
H -1.7115 2.3282 2.0132
H -3.0001 3.1586 1.0829
C -2.8339 1.9024 -1.6434
H -3.0207 1.0740 -2.3283
H -2.1360 2.6019 -2.1065
H -3.7699 2.4163 -1.4011
P 2.5431 3.6141 1.0136
C 2.2037 3.3858 2.7645
C 2.1845 5.3152 0.6108
H 2.4513 2.3637 3.0834
H 1.1472 3.5904 2.9887
H 2.8302 4.0929 3.3304
H 2.1467 5.4387 -0.4784
H 2.9825 5.9410 1.0349
H 1.2221 5.6034 1.0543
C 4.2760 3.2529 0.7587
H 4.5850 2.4152 1.3970
H 4.8667 4.1392 1.0237
H 4.4333 2.9970 -0.2952
H 0.2609 0.1391 -3.8116
C -0.2479 -3.9829 0.0046
C 0.9227 -3.2158 0.6075
P 1.4203 -1.6837 -0.2926
C 2.9243 -1.1165 0.5955
C 3.9257 -2.1970 1.0026
C 1.9674 -2.2297 -1.9607
C 2.7071 -3.5600 -2.0151
H -1.1518 -3.3669 -0.0584
H -0.4766 -4.8374 0.6559
H -0.0232 -4.3723 -0.9953
H 0.6536 -2.8828 1.6195
H 1.8105 -3.8578 0.7040
H 3.3943 -0.3643 -0.0564
H 2.5622 -0.5772 1.4838
H 4.3521 -2.7195 0.1401
H 4.7524 -1.7222 1.5413
H 3.4787 -2.9358 1.6751
H 1.0478 -2.2556 -2.5633
H 2.5776 -1.4068 -2.3581
H 2.1761 -4.3631 -1.4945
H 2.8098 -3.8600 -3.0621
H 3.7166 -3.4913 -1.5988

Computed properties:
⟨S²⟩: 6.04
Spin multiplicity: 5
Orbital gap (alpha / beta): 5.0 / 6.1 eV
LUMO (alpha / beta): -4.7 / -7.4 eV
Total charge: +2

What are the Löwdin partial charges on each atom? They are as follows, in elementary charge units: atom 1 (P): 1.084, atom 2 (C): -0.305, atom 3 (C): -0.069, atom 4 (H): 0.105, atom 5 (C): -0.052, atom 6 (H): 0.120, atom 7 (C): -0.044, atom 8 (H): 0.121, atom 9 (C): -0.050, atom 10 (H): 0.118, atom 11 (C): -0.070, atom 12 (H): 0.113, atom 13 (C): -0.332, atom 14 (C): -0.096, atom 15 (H): 0.101, atom 16 (C): -0.053, atom 17 (H): 0.117, atom 18 (C): -0.041, atom 19 (H): 0.123, atom 20 (C): -0.041, atom 21 (H): 0.120, atom 22 (C): -0.056, atom 23 (H): 0.115, atom 24 (C): -0.305, atom 25 (C): -0.062, atom 26 (H): 0.108, atom 27 (C): -0.047, atom 28 (H): 0.121, atom 29 (C): -0.042, atom 30 (H): 0.119, atom 31 (C): -0.055, atom 32 (H): 0.113, atom 33 (C): -0.074, atom 34 (H): 0.102, atom 35 (Os): 0.924, atom 36 (C): -0.387, atom 37 (C): -0.327, atom 38 (H): 0.024, atom 39 (C): -0.411, atom 40 (O): -0.053, atom 41 (H): 0.064, atom 42 (C): -0.258, atom 43 (H): 0.121, atom 44 (C): -0.240, atom 45 (Cl): 0.069, atom 46 (Cl): 0.073, atom 47 (P): 0.575, atom 48 (C): -0.283, atom 49 (H): 0.029, atom 50 (H): 0.033, atom 51 (H): 0.060, atom 52 (C): -0.242, atom 53 (H): 0.028, atom 54 (H): 0.048, atom 55 (H): 0.065, atom 56 (C): -0.252, atom 57 (H): 0.030, atom 58 (H): 0.018, atom 59 (H): 0.062, atom 60 (P): 0.891, atom 61 (C): -0.164, atom 62 (C): -0.158, atom 63 (H): 0.071, atom 64 (H): 0.077, atom 65 (H): 0.085, atom 66 (H): 0.067, atom 67 (H): 0.078, atom 68 (H): 0.076, atom 69 (C): -0.154, atom 70 (H): 0.075, atom 71 (H): 0.076, atom 72 (H): 0.057, atom 73 (H): 0.034, atom 74 (C): -0.152, atom 75 (C): -0.424, atom 76 (P): 0.725, atom 77 (C): -0.385, atom 78 (C): -0.121, atom 79 (C): -0.393, atom 80 (C): -0.123, atom 81 (H): 0.034, atom 82 (H): 0.088, atom 83 (H): 0.069, atom 84 (H): 0.037, atom 85 (H): 0.077, atom 86 (H): 0.080, atom 87 (H): 0.064, atom 88 (H): 0.062, atom 89 (H): 0.081, atom 90 (H): 0.076, atom 91 (H): 0.029, atom 92 (H): 0.075, atom 93 (H): 0.067, atom 94 (H): 0.085, atom 95 (H): 0.062

---

The following is a quantum chemistry calculation of a molecular structure, C17H48AsF6O13S7 at a distorted geometry, from the OMol25 dataset.

Geometry (Å):
As 0.1280 1.0835 0.4938
F 1.1872 -0.3881 0.7080
F -0.3703 0.9460 2.2828
F -0.9371 2.5427 0.1794
F 0.6482 1.1874 -1.2350
F -1.2367 -0.0506 0.1624
F 1.5670 2.0776 1.0631
O -3.9720 -2.3495 2.1903
S -2.7908 -1.8386 1.4919
O -1.4121 -1.7584 2.0017
O -2.6814 -2.5154 -0.0502
C -2.1892 -3.8244 0.0303
C -2.8116 -4.4648 -1.1571
C -3.2916 -0.1278 1.1201
H -2.5165 -4.3212 0.9436
H -1.1084 -3.9658 0.0253
H -3.8599 -4.1807 -1.2487
H -2.6290 -5.5382 -1.1057
H -2.3777 -4.0675 -2.0747
H -3.3947 0.3108 2.1126
H -4.2539 -0.2494 0.6227
H -2.4537 0.2188 0.5153
O -2.6314 -1.8346 -4.2097
S -1.4287 -1.6976 -3.3781
O -0.3343 -2.7204 -3.4426
O -0.7352 -0.1789 -3.5464
C 0.2552 0.0681 -4.4823
C 0.8288 1.3860 -3.9454
C -1.9841 -1.5973 -1.4959
H -0.1261 0.2423 -5.4885
H 0.9934 -0.7303 -4.5577
H 0.1225 2.2000 -3.7823
H 1.7016 1.6791 -4.5289
H 1.1419 1.1198 -2.9358
H -2.3885 -2.5663 -1.2034
H -2.7230 -0.8009 -1.4077
H -1.1641 -1.4036 -0.8045
O 0.3029 -5.4305 -0.7304
S 0.6286 -4.0366 -0.9746
O -0.3704 -2.9522 -1.0077
O 2.0593 -3.5794 -0.2510
C 1.7713 -2.6884 0.7190
C 3.0273 -2.5531 1.6488
C 1.3781 -3.9108 -2.6916
H 0.8853 -2.7877 1.3460
H 1.6961 -1.7671 0.1412
H 3.8998 -2.1330 1.1483
H 3.3037 -3.5325 2.0393
H 2.7267 -1.8950 2.4640
H 0.9528 -4.6373 -3.3840
H 2.4618 -3.7937 -2.6958
H 0.8108 -3.0377 -3.0139
C 1.8647 -1.1275 -3.0809
S 3.4737 -1.2689 -2.2174
O 4.6010 -0.7031 -3.1084
C 3.1720 -0.0130 -0.8994
H 0.9977 -0.9956 -2.4336
H 1.6813 -2.0040 -3.7023
H 2.0079 -0.3796 -3.8608
H 2.8570 0.9017 -1.4016
H 4.0518 0.1637 -0.2807
H 2.5244 -0.4957 -0.1674
C 1.8349 0.8275 3.1760
S 2.3397 1.6414 4.6768
O 3.6651 2.2615 4.3483
C 1.0453 2.9369 4.7362
H 1.8582 1.4125 2.2566
H 0.9219 0.2566 3.3455
H 2.5953 0.0632 3.0161
H 1.1948 3.7262 3.9995
H 0.8500 3.5811 5.5935
H 0.1040 2.3908 4.6743
C -1.9363 2.7361 1.9807
S -3.8448 2.9463 1.8029
O -4.0510 4.5202 1.7183
C -4.0354 2.0483 0.1648
H -1.5956 1.7061 1.8756
H -1.5619 3.2121 2.8870
H -1.4154 3.4081 1.2986
H -3.3264 2.4216 -0.5741
H -4.9026 2.4903 -0.3258
H -3.9865 0.9630 0.2540
C 2.0315 4.8788 2.5821
S 0.8063 5.7145 1.5595
O 1.6024 6.3242 0.3795
C 0.0121 4.2872 0.8412
H 1.5072 4.1144 3.1555
H 2.5409 5.6685 3.1344
H 2.7665 4.4885 1.8781
H -0.5944 3.7668 1.5823
H 0.7201 3.5327 0.4985
H -0.6835 4.4394 0.0160

Computed properties:
Orbital gap: 6.9 eV
Energy relative to the best compared isomer or geometry (same formula, charge and spin): 623.0 kcal/mol
LUMO: 0.4 eV
Total charge: -1

What are the Löwdin partial charges on each atom? They are as follows, in elementary charge units: atom 1 (As): 1.236, atom 2 (F): -0.300, atom 3 (F): -0.299, atom 4 (F): -0.364, atom 5 (F): -0.234, atom 6 (F): -0.291, atom 7 (F): -0.252, atom 8 (O): -0.288, atom 9 (S): 0.785, atom 10 (O): -0.282, atom 11 (O): -0.367, atom 12 (C): -0.310, atom 13 (C): -0.031, atom 14 (C): -0.191, atom 15 (H): 0.139, atom 16 (H): 0.055, atom 17 (H): 0.110, atom 18 (H): 0.103, atom 19 (H): 0.077, atom 20 (H): 0.092, atom 21 (H): 0.091, atom 22 (H): -0.038, atom 23 (O): -0.306, atom 24 (S): 0.869, atom 25 (O): -0.388, atom 26 (O): -0.267, atom 27 (C): -0.344, atom 28 (C): -0.050, atom 29 (C): -0.115, atom 30 (H): 0.128, atom 31 (H): 0.065, atom 32 (H): 0.096, atom 33 (H): 0.099, atom 34 (H): 0.027, atom 35 (H): -0.044, atom 36 (H): 0.106, atom 37 (H): 0.066, atom 38 (O): -0.257, atom 39 (S): 0.809, atom 40 (O): -0.419, atom 41 (O): -0.220, atom 42 (C): -0.356, atom 43 (C): -0.015, atom 44 (C): -0.109, atom 45 (H): 0.120, atom 46 (H): 0.050, atom 47 (H): 0.077, atom 48 (H): 0.079, atom 49 (H): 0.056, atom 50 (H): 0.084, atom 51 (H): 0.056, atom 52 (H): -0.123, atom 53 (C): -0.303, atom 54 (S): 0.903, atom 55 (O): -0.577, atom 56 (C): -0.235, atom 57 (H): 0.073, atom 58 (H): 0.049, atom 59 (H): 0.036, atom 60 (H): 0.053, atom 61 (H): 0.068, atom 62 (H): -0.013, atom 63 (C): -0.304, atom 64 (S): 0.857, atom 65 (O): -0.566, atom 66 (C): -0.249, atom 67 (H): -0.027, atom 68 (H): 0.057, atom 69 (H): 0.038, atom 70 (H): -0.036, atom 71 (H): 0.064, atom 72 (H): 0.049, atom 73 (C): -0.257, atom 74 (S): 0.917, atom 75 (O): -0.609, atom 76 (C): -0.259, atom 77 (H): -0.011, atom 78 (H): 0.074, atom 79 (H): -0.043, atom 80 (H): 0.056, atom 81 (H): 0.056, atom 82 (H): -0.050, atom 83 (C): -0.246, atom 84 (S): 0.883, atom 85 (O): -0.589, atom 86 (C): -0.305, atom 87 (H): -0.037, atom 88 (H): 0.068, atom 89 (H): 0.072, atom 90 (H): -0.023, atom 91 (H): 0.045, atom 92 (H): 0.108

---

The following is a quantum chemistry calculation of 2 unconnected molecules or ions with the total composition C2H3NO2 at a distorted geometry, from the OMol25 dataset.

Geometry (Å):
C -0.3736 0.6936 0.2118
C -1.0384 -0.2981 -0.2970
N 1.7503 -1.1361 0.1687
O 0.7592 1.1066 -0.2317
O 2.1288 -0.0864 0.0620
H -0.8664 1.2529 0.9611
H -1.7993 -0.7160 0.2071
H -0.5606 -0.8164 -1.0819

Computed properties:
Orbital gap (alpha / beta): 8.5 / 7.7 eV
Energy relative to the best compared isomer or geometry (same formula, charge and spin): 132.6 kcal/mol
LUMO (alpha / beta): -0.7 / -1.0 eV
Total charge: 0

What are the Löwdin partial charges on each atom? They are as follows, in elementary charge units: atom 1 (C): -0.394, atom 2 (C): 0.051, atom 3 (N): 0.211, atom 4 (O): -0.102, atom 5 (O): 0.060, atom 6 (H): 0.096, atom 7 (H): 0.025, atom 8 (H): 0.052

---

The following is a quantum chemistry calculation of a molecular structure, C5H6OS at a distorted geometry, from the OMol25 dataset.

Geometry (Å):
C 0.4621 -1.4162 0.1293
C -0.6740 -1.1974 0.8499
C 0.9781 -0.3219 -0.7715
C -0.1304 0.8712 0.9688
C -0.0555 0.7642 -0.5061
O -2.6868 0.6372 0.0796
S -1.6451 -0.2055 -0.4685
H 1.0032 -2.3507 0.1738
H 1.9867 -0.0008 -0.4967
H 1.0042 -0.6670 -1.8084
H -1.0011 1.3349 1.4055
H 0.7689 0.8896 1.5596
H -0.0103 1.6626 -1.1153

Computed properties:
Orbital gap (alpha / beta): 6.9 / 6.9 eV
Energy relative to the best compared isomer or geometry (same formula, charge and spin): 139.8 kcal/mol
LUMO (alpha / beta): -1.2 / -1.2 eV
Total charge: 0

What are the Löwdin partial charges on each atom? They are as follows, in elementary charge units: atom 1 (C): -0.211, atom 2 (C): -0.186, atom 3 (C): -0.212, atom 4 (C): 0.000, atom 5 (C): -0.461, atom 6 (O): -0.504, atom 7 (S): 0.938, atom 8 (H): 0.101, atom 9 (H): 0.121, atom 10 (H): 0.117, atom 11 (H): 0.080, atom 12 (H): 0.094, atom 13 (H): 0.123

---

Which formula does entry 4 have? C5H6OS

---

Number 2 is which compound? C17H48AsF6O13S7

---

What is the formula in the second record? C17H48AsF6O13S7